Record 1
Molecular formula: C34H65FI3N4O18
Method: DFT, ωB97M-V/def2-TZVPD

Summary:
- HOMO energy: -11.40 eV
- E: -106139.39133 eV
- Frontier orbital gap: 7.6170 eV
- Lowest unoccupied orbital energy: -3.78 eV

The geometry in ORCA input format:
```
! RIJCOSX wB97M-V def2-TZVPD def2/J DEFGRID3
* xyz 1 1
C 5.422 -6.180 4.025
C 6.067 -6.489 2.709
O 7.188 -6.880 2.619
O 5.282 -6.328 1.590
C 5.309 -4.992 1.058
C 3.907 -4.698 0.525
C 3.493 -3.244 0.209
C 3.986 -2.049 1.060
N 5.427 -1.892 1.187
C 3.624 -0.875 0.148
O 4.370 -0.614 -0.906
N 2.568 -0.223 0.495
C 1.980 0.883 -0.275
C 2.003 2.274 0.368
C 0.582 2.797 0.611
C 0.570 4.260 1.115
N -0.220 4.526 2.303
C 1.989 -0.813 1.734
F 1.583 0.249 2.476
I 0.091 -1.657 1.080
C 3.148 -1.629 2.349
C 2.928 -2.976 3.131
C 1.690 -3.848 2.974
C 1.764 -5.118 3.837
N 0.449 -5.716 4.099
C 4.033 -0.798 3.355
I 2.978 -0.347 5.174
C 4.766 0.472 2.854
C 4.218 1.849 3.226
I 6.756 0.389 3.739
H 5.044 -7.095 4.477
H 6.168 -5.765 4.697
H 4.605 -5.469 3.929
H 5.640 -4.323 1.849
H 6.021 -5.010 0.232
H 3.827 -5.241 -0.418
H 3.199 -5.194 1.187
H 3.844 -3.045 -0.808
H 2.406 -3.236 0.124
H 5.782 -2.230 2.072
H 5.906 -2.383 0.442
H 4.590 0.331 -0.929
H 0.951 0.616 -0.517
H 2.485 0.918 -1.238
H 2.519 2.283 1.322
H 2.492 2.995 -0.287
H 0.032 2.753 -0.334
H 0.040 2.139 1.293
H 0.200 4.898 0.313
H 1.599 4.559 1.321
H -1.129 4.090 2.282
H 0.263 4.304 3.159
H 3.037 -2.833 4.203
H 3.797 -3.588 2.870
H 0.823 -3.287 3.329
H 1.459 -4.138 1.950
H 2.190 -4.857 4.807
H 2.348 -5.886 3.331
H -0.121 -5.048 4.608
H -0.034 -5.837 3.213
H 4.789 -1.510 3.662
H 5.004 0.441 1.798
H 4.531 2.176 4.212
H 3.134 1.913 3.168
H 4.629 2.577 2.525
C -1.889 -0.363 -2.876
O -2.006 0.973 -2.381
C -3.123 1.602 -2.762
O -3.978 1.129 -3.464
O -3.117 2.822 -2.245
C -4.278 3.610 -2.564
H -0.940 -0.736 -2.499
H -2.698 -0.990 -2.505
H -1.873 -0.382 -3.963
H -5.179 3.140 -2.174
H -4.358 3.750 -3.640
H -4.129 4.570 -2.080
C -9.893 2.746 0.880
O -9.726 1.650 -0.025
C -8.614 1.698 -0.749
O -7.772 2.560 -0.697
O -8.582 0.631 -1.544
C -7.426 0.576 -2.382
H -10.833 2.570 1.394
H -9.080 2.776 1.601
H -9.943 3.687 0.336
H -6.521 0.530 -1.778
H -7.388 1.440 -3.042
H -7.510 -0.327 -2.977
C 2.509 -0.599 -4.682
O 2.122 0.283 -5.729
C 1.006 -0.096 -6.366
O 0.353 -1.070 -6.093
O 0.750 0.786 -7.318
C -0.431 0.514 -8.086
H 3.410 -0.178 -4.240
H 1.728 -0.659 -3.923
H 2.733 -1.590 -5.072
H -1.312 0.518 -7.447
H -0.343 -0.443 -8.595
H -0.504 1.314 -8.815
C -4.062 1.075 -6.301
O -4.296 1.946 -7.417
C -5.371 1.629 -8.138
O -6.114 0.708 -7.924
O -5.480 2.506 -9.133
C -6.603 2.283 -9.993
H -3.168 1.443 -5.812
H -4.897 1.100 -5.614
H -3.892 0.056 -6.651
H -7.534 2.358 -9.435
H -6.533 1.308 -10.470
H -6.563 3.064 -10.747
C -1.193 4.845 9.150
O -0.171 4.036 8.553
C -0.550 3.396 7.456
O -1.636 3.437 6.941
O 0.491 2.685 7.004
C 0.210 1.942 5.821
H -0.741 5.300 10.025
H -1.520 5.619 8.460
H -2.039 4.231 9.450
H -0.075 2.606 5.005
H -0.584 1.218 5.996
H 1.132 1.421 5.561
*
```

Here are the Mulliken charges for atoms 1 to 4, given in e: atom 1 (C): -0.409, atom 2 (C): 0.518, atom 3 (O): -0.519, atom 4 (O): -0.339

Record 2
Molecular formula: C34H66F12N9O16S4
Method: DFT, ωB97M-V/def2-TZVPD

Summary:
- HOMO energy: -6.36 eV
- E: -158393.97181 eV
- Frontier orbital gap: 7.8570 eV
- Lowest unoccupied orbital energy: 1.49 eV

The geometry in ORCA input format:
```
! RIJCOSX wB97M-V def2-TZVPD def2/J DEFGRID3
* xyz -1 1
C 1.140 -0.488 1.342
N -0.091 -0.050 0.470
C -1.350 -0.754 1.025
C -0.105 1.478 0.811
C 0.171 -0.261 -1.063
C 0.649 -1.676 -1.532
O -0.210 -2.745 -1.147
H 1.310 -1.539 1.110
H 0.946 -0.303 2.398
H 2.016 0.061 0.998
H -2.189 -0.100 0.787
H -1.222 -0.741 2.107
H -1.463 -1.788 0.700
H 0.878 1.882 0.571
H -0.375 1.636 1.855
H -0.918 1.855 0.189
H 0.941 0.478 -1.283
H -0.708 0.143 -1.566
H 1.629 -1.989 -1.171
H 0.796 -1.584 -2.608
H -0.964 -2.715 -1.740
C -3.994 -1.828 -0.522
F -3.318 -2.103 0.565
F -4.287 -2.986 -1.099
F -5.112 -1.149 -0.229
S -2.840 -0.751 -1.675
O -3.615 -0.328 -2.831
O -2.350 0.314 -0.793
N -1.560 -1.873 -2.008
S -1.680 -2.266 -3.502
O -2.989 -2.785 -3.833
O -1.152 -1.300 -4.466
C -0.660 -3.890 -3.636
F -1.152 -4.772 -2.703
F -0.791 -4.423 -4.914
F 0.636 -3.599 -3.520
C -1.363 0.811 4.440
F -0.318 1.244 5.119
F -2.500 1.249 5.044
F -1.210 1.304 3.283
S -1.344 -1.142 4.323
O -1.671 -1.645 5.635
O -2.311 -1.416 3.282
N 0.280 -1.363 3.816
S 0.319 -2.714 3.219
O -0.196 -3.733 4.159
O -0.207 -2.891 1.860
C 2.235 -2.961 2.966
F 2.717 -2.096 2.120
F 2.828 -2.904 4.173
F 2.495 -4.168 2.407
C 1.223 5.132 -1.742
O 0.912 6.330 -1.756
N 1.383 4.365 -0.641
C 2.205 3.141 -0.728
C 0.870 4.700 0.723
H 1.604 4.572 -2.610
H 2.976 3.239 0.036
H 2.591 2.988 -1.736
H 1.647 2.229 -0.515
H 1.723 4.635 1.399
H 0.660 5.768 0.779
H 0.126 4.017 1.135
C 1.934 2.064 2.475
O 1.138 2.786 1.910
N 3.012 1.394 1.986
C 3.279 1.238 0.556
C 3.904 0.659 2.857
H 1.963 1.873 3.558
H 4.162 1.792 0.237
H 2.399 1.497 -0.034
H 3.419 0.183 0.318
H 3.722 0.909 3.902
H 3.723 -0.410 2.749
H 4.955 0.817 2.615
C 2.474 0.584 -1.893
O 2.306 0.067 -0.839
N 3.590 1.177 -2.271
C 3.721 1.653 -3.623
C 4.703 1.409 -1.366
H 1.848 0.583 -2.799
H 3.971 2.714 -3.632
H 2.853 1.424 -4.242
H 4.506 1.105 -4.145
H 4.492 1.243 -0.309
H 5.678 0.976 -1.586
H 4.872 2.485 -1.335
C -2.608 1.292 2.212
O -1.995 2.324 1.884
N -3.740 0.823 1.602
C -4.305 -0.406 2.078
C -4.243 1.403 0.358
H -2.370 0.561 3.000
H -3.870 -1.255 1.551
H -5.388 -0.413 1.950
H -4.005 -0.422 3.126
H -4.354 0.635 -0.407
H -5.255 1.791 0.477
H -3.555 2.172 0.006
C 2.358 -5.540 -0.779
C 3.174 -4.237 -0.827
O 4.291 -4.230 -1.377
C 2.604 -3.000 -0.238
H 1.304 -5.279 -0.875
H 2.393 -6.034 0.192
H 2.726 -6.221 -1.546
H 3.211 -2.111 -0.409
H 2.582 -3.151 0.842
H 1.564 -2.857 -0.530
C 1.150 2.618 -3.399
C 0.106 2.098 -2.467
O 0.224 1.993 -1.241
C -1.187 1.661 -3.062
H 1.868 3.216 -2.837
H 0.702 3.230 -4.181
H 1.705 1.811 -3.878
H -1.856 1.534 -2.211
H -1.149 0.719 -3.609
H -1.654 2.477 -3.613
C -1.662 3.041 -0.358
C -2.085 4.529 -0.460
O -2.948 4.886 0.360
C -1.543 5.389 -1.533
H -2.111 2.445 -1.153
H -2.127 2.662 0.552
H -0.581 2.907 -0.379
H -2.151 6.281 -1.687
H -1.633 4.960 -2.531
H -0.510 5.671 -1.330
C -3.359 -3.125 2.022
C -2.753 -3.664 3.317
N -2.269 -4.003 4.338
H -2.630 -2.561 1.440
H -4.276 -2.571 2.221
H -3.563 -4.007 1.414
C -1.443 -3.957 -0.240
C -2.345 -5.052 0.185
N -3.049 -5.857 0.616
H -1.357 -3.243 0.578
H -1.915 -3.562 -1.139
H -0.434 -4.344 -0.390
*
```

Here are the Mulliken charges for atoms 1 to 4, given in e: atom 1 (C): -0.578, atom 2 (N): 2.754, atom 3 (C): -0.074, atom 4 (C): -1.972

Record 3
Molecular formula: C34H68NO30PSi2
Method: DFT, ωB97M-V/def2-TZVPD

Summary:
- HOMO energy: -8.09 eV
- E: -124320.85242 eV
- Energy above the lowest of the compared OMol25 structures with the same formula, charge and spin: 0.00 kJ/mol
- Frontier orbital gap: 7.6903 eV
- Lowest unoccupied orbital energy: -0.40 eV

The geometry in ORCA input format:
```
! RIJCOSX wB97M-V def2-TZVPD def2/J DEFGRID3
* xyz 0 1
C 4.513 3.104 -1.578
C 4.561 3.216 -2.930
C 5.814 2.937 -3.640
O 6.861 2.871 -3.061
O 5.674 2.696 -4.958
C 5.936 1.303 -5.267
C 7.380 1.139 -5.714
C 7.739 -0.324 -5.995
C 9.213 -0.627 -5.627
C 10.073 -1.137 -6.801
C 10.494 -2.611 -6.714
Si 11.608 -3.052 -5.273
N 11.684 -1.801 -4.025
C 12.306 -0.799 -4.329
O 12.961 0.148 -4.565
O 13.166 -3.429 -5.781
Si 14.230 -3.965 -4.606
P 10.665 -4.913 -4.365
O 11.131 -5.038 -2.763
O 11.304 -6.166 -5.246
H 5.112 3.778 -0.987
H 3.847 2.381 -1.132
H 3.655 3.491 -3.456
H 5.230 0.944 -6.002
H 5.832 0.763 -4.329
H 7.501 1.750 -6.608
H 7.992 1.584 -4.940
H 7.106 -0.911 -5.333
H 7.502 -0.582 -7.020
H 9.648 0.312 -5.302
H 9.216 -1.280 -4.763
H 10.941 -0.504 -6.946
H 9.471 -1.022 -7.698
H 11.092 -2.821 -7.602
H 9.657 -3.300 -6.760
H 14.782 -5.281 -4.996
H 13.624 -4.026 -3.265
H 15.339 -2.994 -4.531
H 11.542 -5.900 -2.647
H 12.212 -6.381 -4.997
C -0.188 -0.621 1.879
O 0.945 -1.423 1.542
C 2.017 -0.726 1.177
O 2.095 0.474 1.109
O 2.990 -1.590 0.898
C 4.215 -0.986 0.483
H -0.998 -1.291 2.153
H 0.035 0.021 2.729
H -0.505 -0.026 1.024
H 4.616 -0.348 1.269
H 4.071 -0.414 -0.432
H 4.921 -1.788 0.290
C -1.872 5.776 -3.668
O -2.095 4.438 -3.215
C -0.990 3.705 -3.115
O 0.127 4.072 -3.366
O -1.335 2.491 -2.688
C -0.233 1.597 -2.536
H -2.840 6.267 -3.708
H -1.231 6.315 -2.973
H -1.436 5.777 -4.665
H 0.470 1.977 -1.797
H 0.267 1.437 -3.490
H -0.632 0.648 -2.188
C -2.722 -4.888 1.676
O -3.310 -3.686 1.174
C -4.630 -3.741 1.022
O -5.330 -4.690 1.268
O -5.038 -2.566 0.554
C -6.447 -2.463 0.339
H -1.653 -4.708 1.752
H -3.113 -5.124 2.664
H -2.895 -5.716 0.991
H -6.991 -2.596 1.271
H -6.775 -3.189 -0.402
H -6.635 -1.462 -0.040
C 1.800 1.665 4.833
O 0.576 1.248 5.443
C 0.115 2.092 6.366
O 0.629 3.123 6.699
O -1.018 1.588 6.857
C -1.626 2.396 7.867
H 2.075 0.909 4.103
H 1.669 2.613 4.316
H 2.592 1.742 5.575
H -1.895 3.373 7.469
H -0.964 2.504 8.723
H -2.530 1.881 8.182
C -6.379 -3.370 5.375
O -5.962 -2.083 4.913
C -4.847 -1.631 5.485
O -4.202 -2.202 6.322
O -4.573 -0.436 4.965
C -3.391 0.173 5.489
H -7.288 -3.632 4.840
H -5.620 -4.120 5.158
H -6.599 -3.345 6.441
H -2.514 -0.436 5.280
H -3.488 0.341 6.559
H -3.278 1.132 4.992
C -4.098 11.030 -6.662
O -2.941 11.533 -5.992
C -2.136 10.589 -5.509
O -2.310 9.403 -5.595
O -1.106 11.187 -4.916
C -0.154 10.287 -4.347
H -4.663 11.893 -7.004
H -3.812 10.428 -7.523
H -4.715 10.449 -5.980
H 0.286 9.655 -5.117
H -0.616 9.676 -3.574
H 0.626 10.896 -3.899
C -9.683 -2.495 11.034
O -9.949 -1.568 9.980
C -9.800 -2.075 8.758
O -9.472 -3.201 8.497
O -10.075 -1.117 7.876
C -9.954 -1.529 6.515
H -9.839 -1.962 11.968
H -10.368 -3.339 10.987
H -8.652 -2.841 10.990
H -10.652 -2.334 6.291
H -8.934 -1.841 6.297
H -10.199 -0.673 5.893
C -12.667 -5.070 2.571
O -11.540 -5.875 2.225
C -10.463 -5.180 1.862
O -10.383 -3.981 1.810
O -9.494 -6.041 1.571
C -8.268 -5.424 1.161
H -13.468 -5.750 2.845
H -12.437 -4.431 3.421
H -12.986 -4.469 1.721
H -7.869 -4.798 1.953
H -8.419 -4.842 0.254
H -7.559 -6.218 0.955
*
```

Here are the Mulliken charges for atoms 1 to 4, given in e: atom 1 (C): -0.490, atom 2 (C): -0.555, atom 3 (C): 0.789, atom 4 (O): -0.559

Q: What is the formula in the third record?
A: C34H68NO30PSi2

Q: Which of these has the lowest HOMO energy?
A: C34H65FI3N4O18

Q: The highest HOMO energy belongs to which entry?
A: C34H66F12N9O16S4

Q: What is the frontier orbital gap in the first record?
A: 7.6170 eV